{
  "formula": "C4H10ClN2",
  "method": "ωB97M-V/def2-TZVPD",
  "species": ["C", "C", "C", "C", "N", "N", "Cl", "H", "H", "H", "H", "H", "H", "H", "H", "H", "H"],
  "positions_angstrom": [[-1.121, -0.925, 2.383], [2.246, 1.179, -1.920], [0.872, 0.587, -1.735], [-0.322, 0.931, -1.224], [-2.290, -0.616, 1.841], [-0.108, -1.281, 1.593], [-1.620, -0.318, -1.208], [2.658, 1.083, -2.946], [2.215, 2.298, -1.719], [3.093, 0.830, -1.301], [-1.105, -1.035, 3.477], [0.887, -0.469, -2.181], [-0.599, 1.752, -0.656], [-3.138, -0.810, 2.381], [-2.377, -0.533, 0.740], [0.829, -1.418, 1.852], [-0.119, -1.253, 0.622]],
  "mulliken_charge": [0.30, -1.08, 0.21, -0.36, -0.20, -0.20, -0.27, 0.30, 0.28, 0.28, 0.35, 0.27, 0.39, 0.28, 0.10, 0.25, 0.10],
  "lumo_energy_ev": -3.79,
  "e_above_lowest_ev": 0.974,
  "total_charge": 1,
  "homo_lumo_gap_ev": 9.59
}

---

{
  "formula": "C4H10CsO2",
  "method": "ωB97M-V/def2-TZVPD",
  "species": ["Cs", "C", "O", "C", "C", "O", "C", "H", "H", "H", "H", "H", "H", "H", "H", "H", "H"],
  "positions_angstrom": [[1.479, 0.808, -1.868], [1.830, 0.419, 1.343], [1.122, 1.247, 0.358], [-0.281, 1.440, 0.444], [-0.991, 0.099, 0.030], [-0.469, -0.464, -1.123], [-1.026, -1.718, -1.450], [2.890, 0.671, 1.358], [1.688, -0.634, 1.098], [1.416, 0.645, 2.326], [-0.576, 2.225, -0.253], [-0.528, 1.677, 1.479], [-2.023, 0.415, -0.123], [-1.055, -0.539, 0.912], [-0.849, -2.000, -2.488], [-2.085, -1.820, -1.216], [-0.542, -2.472, -0.828]],
  "mulliken_charge": [0.97, -0.70, -0.56, -0.66, -0.24, -0.38, -0.84, 0.25, 0.33, 0.31, 0.35, 0.35, 0.46, 0.43, 0.24, 0.34, 0.33],
  "lumo_energy_ev": -3.04,
  "e_above_lowest_ev": 1.952,
  "total_charge": 1,
  "homo_lumo_gap_ev": 11.13
}

---

{
  "formula": "C4H10F12LiN2O13S4",
  "method": "ωB97M-V/def2-TZVPD",
  "species": ["Li", "C", "F", "F", "F", "S", "O", "O", "N", "S", "O", "O", "C", "F", "F", "F", "C", "F", "F", "F", "S", "O", "O", "N", "S", "O", "O", "C", "F", "F", "F", "O", "H", "H", "O", "H", "H", "O", "H", "H", "O", "H", "H", "O", "H", "H"],
  "positions_angstrom": [[-0.020, 1.055, 0.316], [-1.555, -3.089, -1.518], [-2.618, -2.377, -1.809], [-1.797, -4.379, -1.556], [-0.620, -2.751, -2.395], [-0.933, -2.494, 0.227], [-0.597, -1.083, 0.188], [-2.057, -2.783, 1.136], [0.595, -3.407, 0.372], [0.182, -4.515, 1.379], [-0.023, -3.847, 2.667], [-0.838, -5.458, 0.939], [1.877, -5.510, 1.501], [2.028, -6.289, 0.451], [2.921, -4.740, 1.575], [1.788, -6.207, 2.608], [1.734, 4.311, -1.007], [2.212, 5.556, -0.862], [1.766, 4.005, -2.298], [2.587, 3.554, -0.395], [-0.118, 4.118, -0.346], [0.031, 4.012, 1.101], [-0.818, 5.273, -0.882], [-0.652, 2.493, -0.872], [-1.963, 2.845, -1.579], [-3.030, 3.381, -0.726], [-1.760, 3.471, -2.853], [-2.669, 1.095, -2.025], [-3.877, 1.158, -2.465], [-1.842, 0.480, -2.872], [-2.657, 0.350, -0.893], [-1.338, 1.187, 2.029], [-1.415, 1.928, 2.631], [-1.979, 0.552, 2.347], [0.627, -0.093, 3.757], [0.092, 0.170, 4.506], [0.293, 0.429, 3.028], [2.311, -0.572, -0.781], [1.941, -0.176, -1.570], [2.974, 0.052, -0.488], [0.841, 0.975, -2.656], [0.345, 1.560, -2.084], [1.720, 1.353, -2.682], [1.759, 1.428, 1.440], [2.087, 2.195, 1.910], [2.464, 0.785, 1.508]],
  "mulliken_charge": [0.98, 0.60, -0.21, -0.19, -0.24, 0.93, -0.47, -0.64, -0.40, 1.03, -0.65, -0.62, 0.61, -0.23, -0.22, -0.22, 0.68, -0.24, -0.24, -0.21, 0.75, -0.65, -0.54, -0.30, 0.85, -0.65, -0.64, 0.61, -0.20, -0.22, -0.26, -0.39, 0.20, 0.22, -0.62, 0.25, 0.45, -0.54, 0.36, 0.24, -0.76, 0.44, 0.31, -0.33, 0.20, 0.17],
  "lumo_energy_ev": 1.71,
  "total_charge": -1,
  "homo_lumo_gap_ev": 7.92
}

---

{
  "formula": "C4H10F4Li2N3O13S4",
  "method": "ωB97M-V/def2-TZVPD",
  "species": ["Li", "Li", "N", "S", "O", "O", "F", "S", "O", "O", "F", "N", "S", "O", "O", "F", "S", "O", "O", "F", "N", "O", "O", "O", "C", "O", "C", "C", "O", "C", "H", "H", "H", "H", "H", "H", "H", "H", "H", "H"],
  "positions_angstrom": [[10.212, 11.110, -10.720], [7.868, 10.074, -11.398], [9.044, 11.402, -12.344], [9.300, 10.898, -14.010], [10.294, 11.630, -14.794], [8.204, 10.182, -14.659], [10.302, 9.725, -13.531], [8.637, 12.761, -12.909], [7.456, 12.930, -13.764], [9.715, 13.773, -13.099], [8.022, 13.389, -11.525], [12.084, 11.797, -10.088], [13.200, 10.634, -9.485], [14.551, 11.024, -9.174], [12.991, 9.265, -9.889], [12.539, 10.768, -8.041], [13.056, 12.181, -11.264], [13.238, 11.212, -12.376], [14.167, 13.049, -10.971], [12.147, 13.220, -12.032], [8.579, 12.736, -8.860], [9.587, 13.416, -8.952], [7.621, 13.107, -8.173], [8.666, 11.639, -9.440], [9.774, 8.815, -8.809], [9.573, 9.147, -10.193], [10.158, 8.075, -10.993], [9.132, 7.196, -11.784], [8.212, 8.111, -12.406], [7.409, 7.391, -13.392], [9.055, 9.195, -8.084], [10.772, 9.104, -8.480], [9.739, 7.775, -8.483], [10.854, 7.386, -10.514], [10.879, 8.444, -11.722], [8.637, 6.571, -11.041], [9.719, 6.663, -12.531], [6.820, 6.556, -13.013], [7.961, 7.119, -14.292], [6.720, 8.159, -13.742]],
  "mulliken_charge": [0.83, 0.91, -0.20, 0.90, -0.69, -0.67, -0.30, 0.79, -0.73, -0.65, -0.34, -0.13, 0.94, -0.59, -0.56, -0.30, 0.97, -0.57, -0.64, -0.21, 0.93, -0.60, -0.75, -0.55, -1.06, 0.03, -0.52, -0.75, -0.05, -1.02, 0.28, 0.24, 0.47, 0.57, 0.35, 0.34, 0.39, 0.35, 0.33, 0.26],
  "lumo_energy_ev": [3.47, 3.42],
  "e_above_lowest_ev": 1.618,
  "total_charge": -2,
  "homo_lumo_gap_ev": [2.50, 6.56],
  "s2": 0.7524,
  "spin_multiplicity": 2
}

---

{
  "formula": "C4H10F8Li2N4O18S8",
  "method": "ωB97M-V/def2-TZVPD",
  "species": ["Li", "Li", "N", "S", "O", "O", "F", "S", "O", "O", "F", "N", "S", "O", "O", "F", "S", "O", "O", "F", "N", "S", "O", "O", "F", "S", "O", "O", "F", "N", "S", "O", "O", "F", "S", "O", "O", "F", "C", "O", "C", "C", "O", "C", "H", "H", "H", "H", "H", "H", "H", "H", "H", "H"],
  "positions_angstrom": [[1.452, 3.345, -2.575], [0.428, 1.593, -1.267], [0.040, 3.565, -1.262], [0.315, 4.572, 0.052], [-0.064, 3.930, 1.297], [0.270, 6.030, -0.132], [1.875, 4.241, 0.055], [-1.341, 4.134, -1.389], [-1.425, 5.422, -2.126], [-2.393, 3.879, -0.437], [-1.645, 3.045, -2.504], [1.652, 1.433, -2.735], [3.257, 0.901, -2.887], [4.069, 1.345, -4.011], [3.522, -0.409, -2.298], [3.768, 1.817, -1.684], [1.358, 0.669, -4.053], [1.374, -0.818, -4.191], [1.532, 1.456, -5.275], [-0.226, 0.978, -3.841], [-3.468, -0.923, -2.245], [-1.893, -1.029, -1.488], [-1.743, -1.913, -0.357], [-0.972, 0.090, -1.545], [-1.371, -1.930, -2.666], [-3.902, -0.103, -1.045], [-3.324, 1.143, -0.753], [-4.389, -0.774, 0.123], [-5.320, 0.253, -1.590], [1.141, 0.096, 3.297], [1.451, 1.238, 1.982], [1.937, 2.584, 2.371], [0.796, 1.040, 0.712], [2.814, 0.466, 1.722], [-0.310, 0.717, 3.498], [-1.242, 0.468, 2.445], [-0.332, 1.961, 4.261], [-0.828, -0.360, 4.574], [-1.261, -3.563, 4.282], [-0.170, -3.410, 3.428], [-0.261, -4.054, 2.121], [1.064, -3.734, 1.256], [1.112, -2.336, 0.802], [1.508, -2.203, -0.614], [-1.694, -4.561, 4.202], [-2.036, -2.855, 3.989], [-0.921, -3.501, 5.315], [-1.146, -3.642, 1.635], [-0.469, -5.112, 2.279], [0.808, -4.399, 0.431], [1.957, -4.211, 1.661], [0.734, -2.639, -1.245], [2.408, -2.800, -0.762], [1.506, -1.132, -0.815]],
  "mulliken_charge": [0.86, 1.70, -0.13, 0.88, -0.45, -0.59, -0.29, 0.81, -0.65, -0.49, -0.27, -0.08, 0.82, -0.54, -0.49, -0.29, 0.88, -0.53, -0.63, -0.25, -0.63, 0.91, -0.45, -0.21, -0.31, 1.02, -0.40, -0.65, -0.35, -0.43, 0.78, -0.57, -0.23, -0.34, 1.08, -0.50, -0.65, -0.30, -0.81, -0.29, -0.44, -0.76, -0.08, -0.49, 0.36, 0.27, 0.24, 0.26, 0.43, 0.37, 0.34, 0.33, 0.50, -0.26],
  "lumo_energy_ev": 2.46,
  "e_above_lowest_ev": 9.766,
  "total_charge": -2,
  "homo_lumo_gap_ev": 6.80
}

---

{
  "formula": "C4H10FN",
  "method": "ωB97M-V/def2-TZVPD",
  "species": ["C", "C", "C", "C", "H", "H", "H", "H", "H", "H", "H", "H", "H", "H", "N", "F"],
  "positions_angstrom": [[-1.412, -0.776, -0.104], [-0.056, -0.493, 0.439], [0.696, 0.727, -0.117], [2.166, 0.452, 0.032], [-2.186, 1.008, 0.378], [-2.909, 0.240, -0.932], [-1.914, -1.520, 0.660], [-1.300, -1.426, -1.005], [-0.056, -0.392, 1.500], [0.542, -1.377, 0.340], [0.358, 1.544, 0.398], [0.386, 0.765, -1.111], [2.534, 0.547, 1.045], [2.776, 1.093, -0.561], [-2.084, 0.397, -0.441], [2.460, -0.790, -0.519]],
  "mulliken_charge": [-0.55, -0.75, -0.62, -0.41, 0.18, 0.20, 0.24, 0.32, 0.34, 0.43, 0.40, 0.38, 0.28, 0.32, -0.46, -0.30],
  "smiles": "NCCCCF",
  "lumo_energy_ev": 1.15,
  "e_above_lowest_ev": 0.782,
  "total_charge": 0,
  "homo_lumo_gap_ev": 10.21
}

---

{
  "formula": "C4H10FN2",
  "method": "ωB97M-V/def2-TZVPD",
  "species": ["C", "C", "C", "C", "N", "N", "F", "H", "H", "H", "H", "H", "H", "H", "H", "H", "H"],
  "positions_angstrom": [[-1.143, 2.664, 0.709], [-0.992, 1.301, 0.258], [0.678, -2.529, -1.258], [-0.256, 0.361, 0.935], [0.706, 0.522, 1.891], [1.179, -2.643, -2.436], [-0.404, -0.977, 0.531], [-0.436, 2.915, 1.401], [-1.026, 3.413, -0.079], [-1.534, 0.908, -0.536], [-0.149, -3.078, -0.948], [1.069, -1.819, -0.500], [0.829, 1.408, 2.255], [1.030, -0.233, 2.590], [-2.205, 2.975, 1.062], [0.688, -3.049, -3.204], [1.965, -2.137, -2.672]],
  "mulliken_charge": [-1.07, -0.09, 0.04, 0.34, -0.45, -0.15, -0.32, 0.27, 0.30, 0.38, 0.33, 0.19, 0.16, 0.25, 0.24, 0.29, 0.28],
  "lumo_energy_ev": -5.58,
  "e_above_lowest_ev": 1.500,
  "total_charge": 1,
  "homo_lumo_gap_ev": 5.47
}

---

{
  "formula": "C4H10FNS",
  "method": "ωB97M-V/def2-TZVPD",
  "species": ["C", "C", "C", "C", "N", "F", "S", "H", "H", "H", "H", "H", "H", "H", "H", "H", "H"],
  "positions_angstrom": [[2.578, -0.698, -0.443], [1.139, -0.133, -0.489], [0.715, 0.706, 0.736], [-0.712, 0.685, 0.793], [-3.151, 0.610, -0.071], [-2.896, -1.804, -0.655], [-1.859, 1.512, -0.085], [2.653, -0.995, -1.489], [3.358, 0.138, -0.085], [2.628, -1.612, 0.117], [1.108, 0.554, -1.304], [0.461, -0.887, -0.619], [1.149, 0.128, 1.643], [1.111, 1.635, 0.651], [-1.217, -0.191, 1.358], [-3.075, -0.833, -0.287], [-3.988, 1.184, 0.230]],
  "mulliken_charge": [-1.14, -0.63, -0.44, -0.28, -0.55, -0.54, 0.13, 0.34, 0.26, 0.35, 0.36, 0.52, 0.26, 0.40, 0.32, 0.42, 0.21],
  "lumo_energy_ev": [-0.71, -0.71],
  "e_above_lowest_ev": 2.082,
  "total_charge": 0,
  "homo_lumo_gap_ev": [8.44, 8.44]
}

---

{
  "formula": "C4H10I2N",
  "method": "ωB97M-V/def2-TZVPD",
  "species": ["C", "C", "C", "C", "N", "I", "I", "H", "H", "H", "H", "H", "H", "H", "H", "H", "H"],
  "positions_angstrom": [[0.347, -1.225, 0.963], [-1.053, 1.563, 0.060], [0.665, -0.205, -0.142], [1.720, -1.330, -1.920], [-0.511, 0.351, -0.743], [0.278, -2.890, -2.339], [1.763, 0.326, -3.311], [1.152, -1.755, 1.531], [-0.291, -1.922, 0.671], [-0.126, -0.826, 1.794], [-1.354, 2.423, -0.603], [-1.895, 1.210, 0.529], [-0.432, 1.958, 0.877], [1.513, 0.552, 0.083], [2.588, -1.799, -1.641], [-1.055, -0.509, -0.959], [-0.077, 0.538, -1.664]],
  "mulliken_charge": [-1.38, -0.81, -0.40, -0.72, 0.17, 0.16, 0.18, 0.37, 0.46, 0.46, 0.33, 0.39, 0.32, 0.32, 0.59, 0.43, 0.12],
  "lumo_energy_ev": -4.30,
  "e_above_lowest_ev": 2.940,
  "total_charge": 1,
  "homo_lumo_gap_ev": 8.48
}

---

{
  "formula": "C4H10IN3O2S",
  "method": "ωB97M-V/def2-TZVPD",
  "species": ["C", "C", "C", "C", "N", "N", "N", "O", "O", "S", "I", "H", "H", "H", "H", "H", "H", "H", "H", "H", "H"],
  "positions_angstrom": [[-0.374, 0.601, 1.899], [0.875, -2.094, -1.249], [0.878, 0.367, -1.917], [1.575, -0.770, -1.228], [0.200, -0.326, 1.207], [-1.533, 0.290, 2.537], [0.059, 1.876, 2.015], [2.261, 1.139, 0.709], [2.520, -1.234, 1.344], [1.758, -0.219, 0.683], [3.630, -0.903, -1.783], [-0.115, -1.973, -0.810], [0.772, -2.464, -2.271], [1.423, -2.823, -0.655], [1.369, 1.308, -1.666], [-0.154, 0.417, -1.573], [0.885, 0.246, -3.001], [-1.928, -0.614, 2.342], [-2.138, 1.025, 2.856], [0.999, 2.038, 1.662], [-0.286, 2.447, 2.768]],
  "mulliken_charge": [0.60, -1.38, -1.42, 0.22, -0.55, -0.44, -0.38, -0.73, -0.64, 1.24, 0.18, 0.35, 0.42, 0.41, 0.43, 0.33, 0.43, 0.24, 0.19, 0.29, 0.21],
  "lumo_energy_ev": 0.48,
  "e_above_lowest_ev": 0.000,
  "total_charge": 0,
  "homo_lumo_gap_ev": 9.61
}

---

{
  "formula": "C4H10Li3O5",
  "method": "ωB97M-V/def2-TZVPD",
  "species": ["Li", "Li", "Li", "O", "C", "C", "O", "H", "H", "H", "H", "O", "C", "C", "O", "H", "H", "H", "H", "O", "H", "H"],
  "positions_angstrom": [[14.925, 8.867, 9.696], [15.668, 11.786, 11.060], [13.321, 10.806, 10.440], [13.582, 9.931, 8.546], [14.361, 10.852, 7.857], [14.736, 12.223, 8.534], [14.348, 12.483, 9.847], [13.837, 11.149, 6.928], [15.327, 10.386, 7.532], [14.302, 13.012, 7.888], [15.842, 12.359, 8.409], [12.087, 10.348, 11.871], [12.899, 9.878, 12.858], [14.445, 9.636, 12.591], [14.996, 9.905, 11.308], [12.557, 8.868, 13.191], [12.852, 10.528, 13.763], [14.666, 8.580, 12.851], [15.077, 10.148, 13.354], [11.147, 8.869, 9.695], [11.915, 9.112, 9.151], [11.341, 9.284, 10.572]],
  "mulliken_charge": [0.85, 0.86, 0.88, -0.96, -0.38, -0.25, -1.04, 0.22, 0.15, 0.20, 0.20, -1.06, -0.19, -0.46, -0.91, 0.20, 0.21, 0.18, 0.22, -0.77, 0.41, 0.46],
  "lumo_energy_ev": 1.91,
  "e_above_lowest_ev": 0.000,
  "total_charge": -1,
  "homo_lumo_gap_ev": 5.67
}

---

{
  "formula": "C4H10N",
  "method": "ωB97M-V/def2-TZVPD",
  "species": ["C", "C", "H", "H", "H", "H", "C", "C", "N", "H", "H", "H", "H", "H", "H"],
  "positions_angstrom": [[2.229, -0.831, -0.032], [2.346, 0.360, 0.548], [2.300, -0.920, -1.103], [2.198, -1.717, 0.588], [2.505, 1.199, -0.117], [2.295, 0.527, 1.614], [-2.127, 1.151, 0.060], [-0.870, -0.918, -0.002], [-1.303, 0.133, -0.599], [-3.139, 1.111, -0.331], [-2.104, 1.007, 1.136], [-1.697, 2.128, -0.149], [-1.130, -1.164, 1.021], [-0.107, -1.452, -0.567], [-1.452, 0.028, -1.602]],
  "mulliken_charge": [-0.85, -0.40, 0.35, 0.40, 0.26, 0.29, -0.72, -0.25, 0.01, 0.31, 0.33, 0.29, 0.31, 0.36, 0.32],
  "lumo_energy_ev": -5.49,
  "e_above_lowest_ev": 2.471,
  "total_charge": 1,
  "homo_lumo_gap_ev": 8.49
}